Here is a 2-piece molecular cluster, C5H11NO overall from OMol25. Energies are from ωB97M-V/def2-TZVPD.

Results
Strongest force on any atom   0.9 eV/Å
Lowest unoccupied orbital energy   0.02829 Eh
Energy relative to the best compared isomer or geometry (same formula, charge and spin)   182.71 kJ/mol
2S+1   1
SMILES string   C=C/C(N)=C/C.O
HOMO   -8.31 eV

CARTESIAN COORDINATES (ANGSTROEM)
C  2.434  -0.070  -0.284
N  -0.214  1.118  0.080
C  -0.026  0.005  -0.768
C  1.154  -0.589  -0.893
C  -2.351  -0.957  -0.908
C  -1.223  -0.537  -1.458
H  3.151  -0.869  -0.163
H  2.313  0.345  0.717
H  2.882  0.643  -0.977
H  0.583  1.747  0.039
H  -1.043  1.666  -0.134
H  1.291  -1.401  -1.592
H  -2.590  -0.806  0.136
H  -3.130  -1.492  -1.432
H  -1.072  -0.686  -2.521
H  -0.438  1.228  2.976
H  -0.850  -0.137  3.462
O  -0.872  0.792  3.719

Here is a 2-piece molecular cluster, C3H8N2OS overall from OMol25. Energies are from ωB97M-V/def2-TZVPD.

Results
Strongest force on any atom   3.2 eV/Å
Lowest unoccupied orbital energy   0.02498 Eh
Energy relative to the best compared isomer or geometry (same formula, charge and spin)   269.76 kJ/mol
2S+1   1
SMILES string   N#CCN.CSO
HOMO   -8.65 eV

CARTESIAN COORDINATES (ANGSTROEM)
C  0.060  -0.625  -1.984
C  -0.943  2.065  2.125
C  0.207  -1.865  -1.286
N  -0.009  0.349  -2.589
N  1.428  -1.877  -0.448
O  0.222  1.672  -0.274
S  -0.209  0.781  1.074
H  -1.821  1.563  2.565
H  -1.194  2.870  1.451
H  -0.193  2.459  2.915
H  0.357  -2.606  -1.978
H  -0.654  -2.165  -0.743
H  -0.245  1.344  -1.011
H  1.435  -1.134  0.368
H  1.559  -2.831  -0.185

Here is C3H10NO2S as an isolated structure from OMol25. Energies are from ωB97M-V/def2-TZVPD.

Results
<S²>   0.754
Strongest force on any atom   5.9 eV/Å
Lowest unoccupied orbital energy (alpha / beta)   0.02353 / -0.11421 Eh
Energy relative to the best compared isomer or geometry (same formula, charge and spin)   217.13 kJ/mol
2S+1   2
HOMO (alpha / beta)   -9.01 / -8.91 eV

CARTESIAN COORDINATES (ANGSTROEM)
C  -0.147  0.465  1.627
O  -0.066  1.782  1.516
C  -0.023  -0.320  -0.110
C  1.267  -1.131  -0.270
S  0.930  -2.686  -1.207
N  -0.253  0.776  -1.147
H  0.650  -0.211  1.943
H  -1.136  0.055  1.790
H  -0.846  -0.946  -0.336
H  1.825  -1.303  0.688
H  1.919  -0.669  -1.056
H  -0.456  -2.688  -1.186
H  0.510  1.454  -1.080
H  -1.123  1.122  -0.745
H  -1.676  2.810  1.442
H  -1.370  3.313  0.187
O  -2.149  3.306  0.762

Here is an isolated ion of composition C4H5N2O2 and charge +1 from OMol25. Energies are from ωB97M-V/def2-TZVPD.

Results
Strongest force on any atom   4.5 eV/Å
Lowest unoccupied orbital energy   -0.24129 Eh
Energy relative to the best compared isomer or geometry (same formula, charge and spin)   328.80 kJ/mol
Total charge   +1
2S+1   1
SMILES string   O=[N+]([O-])C1=[NH+]CC=C1
HOMO   -16.19 eV

CARTESIAN COORDINATES (ANGSTROEM)
C  0.755  1.411  0.189
C  -0.506  0.920  0.190
C  1.690  0.150  -0.027
C  -0.482  -0.638  -0.058
N  0.903  -0.934  -0.205
N  3.198  -0.011  -0.013
O  3.853  1.024  -0.057
O  3.580  -1.117  0.094
H  0.978  2.435  0.424
H  -1.506  1.350  0.199
H  -1.058  -1.345  0.502
H  -0.888  -0.837  -1.037
H  1.343  -1.944  -0.409

Here is a 10-piece molecular cluster, C37H54F4N3O7S overall from OMol25. Energies are from ωB97M-V/def2-TZVPD.

Results
Strongest force on any atom   13.3 eV/Å
Lowest unoccupied orbital energy   -0.11709 Eh
Energy relative to the best compared isomer or geometry (same formula, charge and spin)   112.82 kJ/mol
Total charge   +1
2S+1   1
HOMO   -10.85 eV

CARTESIAN COORDINATES (ANGSTROEM)
C  -1.198  -1.258  -0.881
C  -0.028  -0.441  -0.199
O  0.800  -0.086  -0.962
N  -0.055  -0.202  1.311
H  -1.094  0.057  1.474
H  0.013  -1.263  1.704
C  0.869  0.737  1.888
H  -1.732  -1.931  -0.262
H  -0.853  -1.899  -1.774
H  -1.579  -0.309  -1.251
H  1.766  0.599  1.534
H  0.545  0.684  2.991
H  0.290  1.788  1.731
C  1.806  -3.557  4.760
C  2.371  -4.529  3.740
O  2.918  -5.562  4.032
N  2.038  -4.278  2.272
H  2.094  -5.166  1.805
H  1.033  -3.978  2.051
C  3.100  -3.365  1.581
H  2.150  -3.795  5.787
H  0.686  -3.273  4.551
H  2.278  -2.665  4.448
H  2.917  -3.706  0.558
H  4.233  -3.543  1.810
H  3.145  -2.172  1.757
C  -1.605  -0.814  5.011
C  -2.449  -1.913  4.394
O  -3.039  -2.635  5.112
N  -2.559  -2.000  2.834
H  -2.560  -1.106  2.385
H  -1.540  -2.351  2.709
C  -3.572  -3.000  2.279
H  -1.812  0.154  4.466
H  -0.531  -1.134  5.116
H  -1.868  -0.852  6.153
H  -3.740  -4.096  2.821
H  -3.395  -3.131  1.264
H  -4.523  -2.554  2.376
O  -0.200  -2.758  1.902
H  -0.438  -3.324  1.277
O  -2.563  0.351  1.858
H  -2.826  1.108  1.714
F  -4.295  5.078  -2.516
C  -3.179  4.286  -2.265
C  -1.935  4.456  -3.096
C  -0.898  3.600  -2.858
C  -1.004  2.685  -1.725
C  -2.084  2.502  -0.995
C  -3.148  3.452  -1.217
H  -1.989  5.121  -3.865
H  -0.020  3.911  -3.308
H  -0.280  1.936  -1.694
H  -2.272  1.907  -0.279
H  -4.048  3.423  -0.692
F  2.641  4.804  1.689
C  3.077  3.697  0.975
C  2.460  3.296  -0.295
C  2.955  2.181  -1.059
C  4.073  1.447  -0.615
C  4.664  1.842  0.724
C  4.135  2.896  1.351
H  1.507  3.730  -0.840
H  2.496  1.966  -1.951
H  4.538  0.678  -1.108
H  5.510  1.353  0.930
H  4.663  3.194  2.168
F  -4.418  -5.231  -1.395
C  -3.146  -4.747  -1.812
C  -1.995  -5.249  -1.371
C  -0.743  -4.856  -1.929
C  -0.679  -3.952  -3.044
C  -1.930  -3.350  -3.484
C  -3.182  -3.824  -2.922
H  -2.072  -5.759  -0.442
H  0.347  -5.235  -1.538
H  0.158  -3.637  -3.611
H  -1.893  -2.713  -4.294
H  -4.153  -3.701  -3.414
F  -0.511  7.609  1.619
C  -0.650  6.374  2.230
C  -1.184  5.221  1.599
C  -1.128  3.983  2.268
C  -0.707  3.897  3.608
C  -0.064  5.071  4.176
C  -0.075  6.259  3.469
H  -1.407  5.115  0.528
H  -1.378  3.119  1.706
H  -0.680  3.056  4.050
H  0.586  4.982  5.054
H  0.494  6.906  4.006
C  2.317  1.002  -6.029
C  2.771  -0.455  -5.603
C  1.680  -1.259  -5.339
S  0.141  -0.296  -5.337
O  -0.412  -0.412  -3.997
O  -0.634  -0.294  -6.562
C  0.995  1.315  -5.228
H  2.093  1.053  -7.097
H  3.401  1.450  -6.002
H  3.431  -0.255  -4.838
H  3.418  -0.976  -6.410
H  1.664  -1.823  -4.448
H  1.525  -2.210  -5.979
H  0.971  1.525  -4.155
H  0.175  2.002  -5.623

Here is a 2-piece molecular cluster, C3H12N2OS overall from OMol25. Energies are from ωB97M-V/def2-TZVPD.

Results
Strongest force on any atom   3.4 eV/Å
Lowest unoccupied orbital energy   0.02716 Eh
Energy relative to the best compared isomer or geometry (same formula, charge and spin)   111.38 kJ/mol
2S+1   1
SMILES string   NCNCCS.O
HOMO   -9.18 eV

CARTESIAN COORDINATES (ANGSTROEM)
C  0.793  -0.045  -0.649
C  1.938  -0.900  -0.122
S  3.630  -0.160  -0.208
N  -0.325  -0.959  -0.842
C  -1.570  -0.186  -1.089
N  -1.998  0.979  -0.161
H  0.744  0.764  0.076
H  0.908  0.491  -1.529
H  2.028  -1.787  -0.659
H  1.610  -1.156  0.966
H  3.684  0.198  1.078
H  -0.606  -1.385  0.057
H  -1.609  0.202  -2.080
H  -2.462  -0.929  -0.928
H  -1.630  1.820  -0.528
H  -2.984  1.012  -0.106
H  -1.187  0.691  1.582
H  -0.111  0.940  2.666
O  -0.853  0.409  2.477